This record from the OMol25 dataset describes a molecular structure, C3H3GdO2 in a non-equilibrium geometry. The level of theory is ωB97M-V/def2-TZVPD.

Geometry as XYZ:
```
9
Properties=species:S:1:pos:R:3:mulliken_spin:R:1
C 0.061 1.619 -1.153 0.83
C -0.205 0.256 -0.736 0.05
H 1.062 1.895 -0.760 0.06
H 0.756 -0.097 -1.214 0.01
H -1.054 -0.279 -1.181 0.03
O 0.255 1.006 1.443 0.00
C -0.065 0.033 0.775 -0.09
Gd -0.327 -3.346 1.577 6.14
O -0.482 -1.086 1.249 -0.03
```

Calculated values
- Spin multiplicity: 8
- E_tot: -28063.655 eV
- Total charge: +2
- M: 228.3 g mol⁻¹
- LUMO (alpha / beta): -10.724 / -10.938 eV
- Maximum force: 0.074 hartree/bohr
- Relative energy (zero: lowest compared OMol25 entry of this formula, charge and spin): 542.7 kJ/mol
- Expectation value of S²: 15.78
- Highest occupied orbital energy (alpha / beta): -18.0 / -18.2 eV

***

This record from the OMol25 dataset describes a molecular structure, C11H8Cl2GdN2O3SeTi in a non-equilibrium geometry. The level of theory is ωB97M-V/def2-TZVPD.

Geometry as XYZ:
```
29
Properties=species:S:1:pos:R:3:mulliken_spin:R:1
Ti 0.364 0.570 -4.822 1.65
Gd -0.047 0.596 -1.732 4.98
Cl -1.682 0.653 -3.758 0.04
Cl 2.134 0.622 -3.367 0.04
C -0.355 -0.997 -0.073 -0.07
C 0.100 1.318 -6.587 -0.04
C 0.576 -0.637 -6.311 -0.05
O -0.476 -1.680 0.867 0.01
O -0.227 1.829 -7.598 0.18
O 0.665 -1.395 -7.214 0.19
C -2.195 1.159 2.923 0.01
N -0.759 1.195 3.159 0.09
C 0.197 1.603 2.266 -0.05
Se -0.076 2.223 0.533 0.05
N 1.393 1.464 2.931 0.09
C 1.189 1.006 4.238 0.08
C 2.066 0.722 5.278 0.25
C 1.506 0.222 6.469 0.13
C 0.116 0.004 6.595 0.07
C -0.753 0.294 5.526 0.26
C -0.174 0.803 4.370 0.10
H -2.474 1.988 2.260 0.00
H -2.695 1.282 3.892 0.00
H -2.506 0.212 2.451 0.00
H 2.286 1.709 2.522 0.00
H 3.134 0.903 5.150 -0.01
H 2.147 -0.016 7.326 0.00
H -0.281 -0.387 7.536 0.00
H -1.833 0.142 5.571 -0.01
```

Calculated values
- Spin multiplicity: 9
- E_tot: -154953.373 eV
- Total charge: +4
- M: 571.2 g mol⁻¹
- LUMO (alpha / beta): -14.891 / -16.075 eV
- Maximum force: 0.190 hartree/bohr
- Expectation value of S²: 20.38
- Highest occupied orbital energy (alpha / beta): -21.1 / -21.7 eV

***

Q: The highest E_tot belongs to which entry?
A: C3H3GdO2